# C3H9NO

One molecule with the formula C3H9NO (ωB97M-V/def2-TZVPD, OMol25).

Computed properties:
Orbital gap, eV: 7.46
HOMO energy, eV: -6.9
M, g/mol: 75.1
ΔE to the lowest compared entry with this formula, charge and spin, kcal/mol: 90.61
Spin multiplicity: 1
Total charge: 0
LUMO energy, eV: 0.59

Cartesian coordinates (Å):
O 1.25550 1.15296 0.22114
N -0.85758 -0.28755 0.22074
C 0.87266 -0.13464 0.58691
C -1.48454 0.72124 -0.63883
C 1.34824 -1.24144 -0.22607
H 1.89649 -2.00796 0.31534
H -0.37436 -1.18608 -0.32319
H -1.54660 1.68800 -0.13494
H 0.95332 1.78813 0.88357
H 1.85501 -0.92562 -1.13654
H -1.42828 -0.51620 1.03512
H -0.87954 0.83701 -1.53752
H -2.48304 0.39710 -0.93465
H 0.87272 -0.28496 1.66890